Formula: C6H8NO4Se
Source: the Open Molecules 2025 dataset
Level of theory: ωB97M-V/def2-TZVPD

- LUMO level: 2.99 eV
- Structure (SMILES): C[C@]1(C(=O)[O-])N[C@@H](C(=O)O)C[Se]1
- M: 237.1 u
- Energy relative to the best compared isomer or geometry (same formula, charge and spin): 35.8 kcal/mol
- Charge: -1
- Orbital gap: 7.900 eV

Element x y z (Å)
Se1 -0.8733 -1.8283 -0.7484
O1 0.4762 2.5038 -0.6092
O2 2.4224 -1.7060 -0.7044
O3 1.9925 0.4956 -0.5257
O4 -1.6218 3.0490 -0.8195
N1 -0.5044 0.1619 0.8557
C1 -1.3031 0.7700 -0.1777
C2 -0.8126 2.2107 -0.5729
C3 0.4476 -1.0546 0.3855
C4 0.7839 -1.7260 1.7038
C5 -1.2200 -0.0048 -1.4334
C6 1.7423 -0.7316 -0.3768
H1 -2.2545 0.9347 0.2839
H2 -0.1402 -1.8062 2.4721
H3 -0.5125 0.1966 -2.3359
H4 1.5239 -1.1313 2.1632
H5 -2.1914 -0.1088 -1.9623
H6 1.3132 -2.6854 1.4450
H7 -0.2715 0.9424 1.5085
H8 1.0035 1.5186 -0.5516

Which charges does Mulliken predict for the atoms? In e, they are:
1. Se -0.063
2. O -0.568
3. O -0.709
4. O -0.724
5. O -0.646
6. N -0.520
7. C 0.015
8. C 0.416
9. C 1.023
10. C -1.519
11. C -0.986
12. C 0.380
13. H 0.320
14. H 0.316
15. H 0.298
16. H 0.408
17. H 0.425
18. H 0.355
19. H 0.280
20. H 0.497


Formula: C6H8NO4Se
Source: the Open Molecules 2025 dataset
Level of theory: ωB97M-V/def2-TZVPD

- LUMO level (alpha / beta): 2.84 / 2.91 eV
- M: 237.1 u
- Energy relative to the best compared isomer or geometry (same formula, charge and spin): 98.1 kcal/mol
- Charge: -1
- Orbital gap (alpha / beta): 7.404 / 6.778 eV

Element x y z (Å)
Se1 0.3762 0.3790 2.0248
O1 -2.0165 -0.9153 -1.0022
O2 1.1865 -2.3313 1.2167
O3 0.1716 -2.3658 -0.8058
O4 -3.4478 0.5859 -0.2155
N1 0.0196 0.6506 -0.6167
C1 0.7313 -1.7035 0.2769
C2 -1.1739 1.2385 -0.1163
C3 -1.0179 1.6399 1.3335
C4 0.5306 -0.2751 0.2552
C5 2.8198 -0.5087 -0.5687
C6 -2.3407 0.1900 -0.5356
H1 2.9133 -0.2940 0.4690
H2 -0.6174 2.5510 1.6338
H3 -1.9266 1.5560 1.9195
H4 -1.2189 2.2475 -0.7376
H5 -0.0739 0.3571 -1.6007
H6 2.6080 0.4057 -1.2451
H7 -0.6917 -1.9267 -0.8660
H8 3.1683 -1.4805 -0.8191

Which charges does Mulliken predict for the atoms? In e, they are:
1. Se -0.006
2. O -0.777
3. O -0.628
4. O -0.553
5. O -0.718
6. N -0.173
7. C 0.504
8. C -0.019
9. C -1.030
10. C -0.054
11. C -0.924
12. C 0.548
13. H 0.297
14. H 0.412
15. H 0.407
16. H 0.230
17. H 0.306
18. H 0.304
19. H 0.532
20. H 0.344


Formula: C6H8NPS2
Source: the Open Molecules 2025 dataset
Level of theory: ωB97M-V/def2-TZVPD

- LUMO level: -0.95 eV
- Structure (SMILES): C#CC1=CN(C)[P@](C)(=S)S1
- M: 189.2 u
- Energy relative to the best compared isomer or geometry (same formula, charge and spin): 73.9 kcal/mol
- Charge: 0
- Orbital gap: 6.887 eV

Element x y z (Å)
S1 -1.2220 -2.5654 0.0555
S2 2.8226 -1.6990 -0.9271
P1 1.1429 -1.3714 0.0281
N1 0.3485 0.0270 -0.5189
C1 1.0320 1.0379 -1.4308
C2 -1.0261 0.0786 -0.5084
C3 -3.2350 -0.9682 -0.5874
C4 1.3085 -1.2719 1.9287
C5 -1.8377 -0.9953 -0.4155
C6 -4.4765 -0.9231 -0.5604
H1 0.3790 -1.3645 2.3619
H2 -1.6265 0.9405 -0.6256
H3 0.2506 1.4735 -1.9545
H4 -5.4640 -0.7002 -0.8667
H5 1.6512 0.5424 -2.0837
H6 1.5438 1.7396 -0.8791
H7 1.6181 -0.3444 2.1212
H8 1.9500 -2.0045 2.1130

Which charges does Mulliken predict for the atoms? In e, they are:
1. S -0.279
2. S -0.383
3. P 0.341
4. N -0.010
5. C -1.100
6. C -0.230
7. C -0.800
8. C -1.090
9. C 0.614
10. C -0.272
11. H 0.388
12. H 0.453
13. H 0.413
14. H 0.425
15. H 0.431
16. H 0.298
17. H 0.400
18. H 0.401


Formula: C6H8O2
Source: the Open Molecules 2025 dataset
Level of theory: ωB97M-V/def2-TZVPD

- LUMO level: 0.99 eV
- Structure (SMILES): C1O[C@@H]2[C@@H]3OC[C@H]1[C@H]23
- M: 112.1 u
- Energy relative to the best compared isomer or geometry (same formula, charge and spin): 109.0 kcal/mol
- Charge: 0
- Orbital gap: 10.167 eV

Element x y z (Å)
O1 -1.3426 0.1020 -0.6463
O2 1.0220 0.1878 -0.9312
C1 -0.7797 1.2063 0.0718
C2 0.1380 -0.9332 0.8224
C3 0.1876 0.5184 1.1225
C4 -1.1871 -1.0871 -0.0610
C5 0.6096 1.2590 -0.1565
C6 1.2227 -0.9514 -0.1769
H1 -1.5419 1.9091 0.3491
H2 2.3980 -0.8639 0.2475
H3 -0.8106 -1.7340 -1.0338
H4 1.1089 2.2479 -0.1430
H5 0.6834 1.0566 2.1408
H6 1.4479 -1.8149 -0.8508
H7 -2.1108 -1.6240 0.4231
H8 0.2429 -1.5667 1.7540

Which charges does Mulliken predict for the atoms? In e, they are:
1. O -0.353
2. O -0.367
3. C -0.209
4. C 0.155
5. C -0.538
6. C -0.323
7. C -0.158
8. C -0.697
9. H 0.432
10. H 0.242
11. H 0.218
12. H 0.375
13. H 0.265
14. H 0.302
15. H 0.247
16. H 0.410


Formula: C6H8O2
Source: the Open Molecules 2025 dataset
Level of theory: ωB97M-V/def2-TZVPD

- LUMO level: 0.73 eV
- Structure (SMILES): Oc1ccccc1.O
- M: 112.1 u
- Energy relative to the best compared isomer or geometry (same formula, charge and spin): 14.0 kcal/mol
- Charge: 0
- Orbital gap: 9.209 eV

Element x y z (Å)
O1 2.5095 1.2479 -1.9714
O2 1.0221 -1.9278 -0.6709
C1 0.0748 -1.1321 -0.1259
C2 -1.3320 -0.3917 1.7373
C3 -1.2391 0.8986 -0.3142
C4 -1.7038 0.7728 1.0272
C5 -0.3905 -1.3256 1.2112
C6 -0.2912 -0.0050 -0.8571
H1 0.1427 0.2440 -1.8345
H2 2.1702 2.1232 -2.2662
H3 -2.4606 1.4276 1.4789
H4 -1.6823 -0.6392 2.7481
H5 -1.3393 1.8539 -0.8461
H6 1.5440 -2.4164 0.0110
H7 -0.0167 -2.1680 1.8080
H8 2.9923 1.4378 -1.1352

Which charges does Mulliken predict for the atoms? In e, they are:
1. O -0.640
2. O -0.517
3. C 0.635
4. C -0.314
5. C -0.438
6. C -0.534
7. C -0.503
8. C -0.176
9. H 0.325
10. H 0.318
11. H 0.338
12. H 0.311
13. H 0.297
14. H 0.323
15. H 0.260
16. H 0.317


Formula: C6H8O2
Source: the Open Molecules 2025 dataset
Level of theory: ωB97M-V/def2-TZVPD

- LUMO level: 0.63 eV
- Structure (SMILES): O[C@@H]1[C@H]2C=C[C@]1(O)C2
- M: 112.1 u
- Energy relative to the best compared isomer or geometry (same formula, charge and spin): 122.5 kcal/mol
- Charge: 0
- Orbital gap: 9.610 eV

Element x y z (Å)
O1 -1.8386 -0.8582 -0.3376
O2 -1.6825 1.5067 -0.0421
C1 0.0737 0.2066 1.2481
C2 1.6917 -0.0249 -0.4247
C3 1.1376 1.1850 -0.6567
C4 -0.2944 0.9197 -0.0258
C5 -0.4564 -0.5237 -0.6158
C6 0.8003 -0.8385 0.2964
H1 2.8194 -0.3781 -0.5692
H2 -2.4024 0.6744 -0.0763
H3 1.2205 -1.8087 0.8269
H4 -2.1663 -1.6402 -0.6876
H5 -0.1658 -1.0533 -1.6232
H6 1.3315 2.1706 -0.9645
H7 -0.7364 -0.2888 1.6827
H8 0.6680 0.7513 1.9694

Which charges does Mulliken predict for the atoms? In e, they are:
1. O -0.581
2. O -0.700
3. C -0.414
4. C -0.351
5. C -0.542
6. C 0.300
7. C 0.081
8. C -0.531
9. H 0.264
10. H 0.398
11. H 0.332
12. H 0.314
13. H 0.290
14. H 0.507
15. H 0.282
16. H 0.352


Formula: C6H8O2
Source: the Open Molecules 2025 dataset
Level of theory: ωB97M-V/def2-TZVPD

- LUMO level: 0.57 eV
- M: 112.1 u
- Energy relative to the best compared isomer or geometry (same formula, charge and spin): 142.4 kcal/mol
- Charge: 0
- Orbital gap: 10.692 eV

Element x y z (Å)
O1 3.3758 -0.3636 0.0698
O2 1.1293 -1.4507 -0.2026
C1 1.2464 0.9617 -0.0370
C2 -0.0913 -0.6924 0.2101
C3 -0.1427 0.4687 -0.6739
C4 -1.5041 -1.1174 -0.0616
C5 2.1279 -0.2601 -0.1470
C6 -1.5507 0.5328 0.0882
H1 -0.1740 0.1262 -1.6310
H2 0.2653 -0.1199 1.2719
H3 -2.0200 -1.6870 0.8393
H4 -2.6092 0.9808 -0.3141
H5 1.0852 1.6109 0.8646
H6 1.7759 1.6107 -0.6075
H7 -1.1812 0.8252 1.3058
H8 -1.7328 -1.4257 -0.9751

Which charges does Mulliken predict for the atoms? In e, they are:
1. O -0.547
2. O -0.475
3. C -0.889
4. C -0.067
5. C -0.101
6. C -0.580
7. C 0.628
8. C -0.319
9. H 0.351
10. H 0.276
11. H 0.224
12. H 0.305
13. H 0.279
14. H 0.399
15. H 0.154
16. H 0.362


Formula: C6H8O2
Source: the Open Molecules 2025 dataset
Level of theory: ωB97M-V/def2-TZVPD

- LUMO level: 0.81 eV
- Structure (SMILES): C=C1OC[C@H]2C[C@@]12O
- M: 112.1 u
- Energy relative to the best compared isomer or geometry (same formula, charge and spin): 56.0 kcal/mol
- Charge: 0
- Orbital gap: 9.434 eV

Element x y z (Å)
O1 0.5564 2.0222 -0.4299
O2 0.2261 -1.5698 -0.0001
C1 2.3042 -0.4542 0.1805
C2 -1.0584 -1.2381 -0.4147
C3 0.0579 0.7764 -0.0873
C4 -1.2809 0.2138 -0.3096
C5 0.9685 -0.3780 0.1093
C6 -0.9629 0.7286 1.0780
H1 -1.1480 -1.5045 -1.4617
H2 -0.6571 0.0349 1.8695
H3 -1.5099 1.6591 1.2335
H4 2.8567 0.4428 0.1872
H5 0.7935 1.8829 -1.3379
H6 -2.0382 0.6880 -0.9331
H7 2.6993 -1.4113 0.1371
H8 -1.8071 -1.8929 0.1794

Which charges does Mulliken predict for the atoms? In e, they are:
1. O -0.555
2. O -0.406
3. C -1.155
4. C -0.543
5. C 0.763
6. C -0.332
7. C 0.401
8. C -0.733
9. H 0.310
10. H 0.234
11. H 0.290
12. H 0.345
13. H 0.383
14. H 0.396
15. H 0.329
16. H 0.274


Formula: C6H8O2
Source: the Open Molecules 2025 dataset
Level of theory: ωB97M-V/def2-TZVPD

- LUMO level: 0.97 eV
- Structure (SMILES): O[C@]12C=CO[C@@H]1CC2
- M: 112.1 u
- Energy relative to the best compared isomer or geometry (same formula, charge and spin): 93.9 kcal/mol
- Charge: 0
- Orbital gap: 9.723 eV

Element x y z (Å)
O1 0.3218 1.1696 1.0076
O2 -1.2237 -1.1945 0.3788
C1 0.1921 0.5850 -0.2225
C2 1.7201 -0.8807 0.2344
C3 -1.9355 -0.1687 -0.1441
C4 0.2054 -0.9219 -0.1199
C5 -1.2797 0.8602 -0.6105
C6 1.7221 0.3948 -0.6571
H1 -1.6238 1.6703 -1.1789
H2 -2.9364 -0.2223 0.1422
H3 -0.2494 1.9368 0.9350
H4 1.8499 -0.6305 1.2548
H5 1.9607 0.1889 -1.6564
H6 0.0173 -1.3756 -1.1161
H7 2.2021 -1.7927 -0.0989
H8 2.2472 1.2116 -0.2546

Which charges does Mulliken predict for the atoms? In e, they are:
1. O -0.519
2. O -0.446
3. C 0.981
4. C -0.568
5. C -0.387
6. C -0.090
7. C -1.064
8. C -0.732
9. H 0.491
10. H 0.442
11. H 0.368
12. H 0.277
13. H 0.325
14. H 0.265
15. H 0.343
16. H 0.315


Formula: C6H8O2
Source: the Open Molecules 2025 dataset
Level of theory: ωB97M-V/def2-TZVPD

- LUMO level: 0.98 eV
- M: 112.1 u
- Energy relative to the best compared isomer or geometry (same formula, charge and spin): 119.0 kcal/mol
- Charge: 0
- Orbital gap: 10.472 eV

Element x y z (Å)
O1 1.5519 -1.1628 -0.3281
O2 -0.4486 0.3262 -1.0642
C1 -2.1006 -0.8174 -0.0283
C2 0.5433 -0.7639 0.6999
C3 -0.4928 1.3154 0.7204
C4 -0.7625 -0.1872 0.1916
C5 1.5912 0.0949 0.0833
C6 0.5237 1.1444 -0.3755
H1 0.1127 1.6170 1.6586
H2 -2.6445 -0.1316 -0.6236
H3 -1.7083 -1.8237 -0.4023
H4 0.5230 -1.2732 1.6789
H5 2.2544 0.6276 0.6749
H6 -1.1439 2.0609 0.5373
H7 -2.7501 -1.0511 0.9241
H8 0.7172 1.9499 -1.0590

Which charges does Mulliken predict for the atoms? In e, they are:
1. O -0.439
2. O -0.503
3. C -1.296
4. C -0.465
5. C -0.799
6. C 0.804
7. C -0.071
8. C -0.168
9. H 0.232
10. H 0.376
11. H 0.325
12. H 0.408
13. H 0.399
14. H 0.437
15. H 0.258
16. H 0.501


Number 1: energy -2990.639127 hartree, strongest force on any atom 4.17 eV/A. Number 2: energy -2990.539901 hartree, strongest force on any atom 3.62 eV/A. Number 3: energy -1425.798992 hartree, strongest force on any atom 5.02 eV/A. Number 4: energy -383.736418 hartree, strongest force on any atom 6.06 eV/A. Number 5: energy -383.887806 hartree, strongest force on any atom 1.84 eV/A. Number 6: energy -383.714899 hartree, strongest force on any atom 6.36 eV/A. Number 7: energy -383.683206 hartree, strongest force on any atom 8.99 eV/A. Number 8: energy -383.820862 hartree, strongest force on any atom 3.44 eV/A. Number 9: energy -383.760534 hartree, strongest force on any atom 3.20 eV/A. Number 10: energy -383.720438 hartree, strongest force on any atom 5.72 eV/A.